No. 1
Below is a single C6H8 molecule, with properties calculated with wB97M-V/def2-TZVPD.

The geometry in XYZ format:
```
14
C6H8 wB97M-V/def2-TZVPD
C -1.28970 0.29568 -0.57143
C -1.21219 -0.53174 0.47441
C 0.12812 -0.77595 1.22083
C 1.21139 -0.63112 0.16627
C 1.07080 0.68107 -0.57915
C -0.08569 1.17739 -0.94836
H -2.27666 0.43697 -0.98619
H -2.12846 -1.07104 0.81142
H 0.23338 -0.10930 2.12289
H 0.16415 -1.91593 1.53534
H 1.19054 -1.43265 -0.57655
H 2.16528 -0.65037 0.62836
H 1.94821 1.28584 -0.69286
H -0.23279 2.16452 -1.41771
```

total charge: 0
HOMO: -8.6388 eV
frontier orbital gap: 0.3609 Eh
LUMO level: 1.181 eV
ΔE to the lowest compared entry with this formula, charge and spin: 49.21 kJ/mol
electronic energy: -6350.274 eV

No. 2
Below is a single C6H8 molecule, with properties calculated with wB97M-V/def2-TZVPD.

The geometry in XYZ format:
```
14
C6H8 wB97M-V/def2-TZVPD
C 0.74164 -1.05645 0.89543
C -0.47577 -1.64720 1.01995
C -1.57787 -0.83036 0.67394
C -0.89724 0.37364 -0.17398
C 0.50843 0.26264 0.12469
C 1.38785 1.06354 -0.73577
H 1.77580 -1.49195 1.06073
H -2.24557 -1.51600 -0.09589
H -2.16079 -0.47587 1.54983
H -0.85067 0.14111 -1.16097
H -1.23596 1.40836 -0.09220
H 2.33694 1.44124 -0.33965
H 0.91675 1.94055 -1.13978
H 1.77647 0.38675 -1.58633
```

total charge: 0
HOMO (alpha / beta): -7.0632 / -7.0643 eV
frontier orbital gap (alpha / beta): 0.2466 / 0.2467 Eh
LUMO level (alpha / beta): -0.352 / -0.352 eV
ΔE to the lowest compared entry with this formula, charge and spin: 410.23 kJ/mol
electronic energy: -6346.532 eV

No. 3
Below is a single C6H8 molecule, with properties calculated with wB97M-V/def2-TZVPD.

The geometry in XYZ format:
```
14
C6H8 wB97M-V/def2-TZVPD
C -0.73304 -2.72251 1.12187
C 0.04624 -1.71558 0.50695
C 0.31179 -0.44957 0.91625
C 0.73432 0.71868 -0.22573
C -0.14709 1.70150 -0.51596
C -0.02224 2.51627 -1.69158
H -0.78611 -3.68953 0.67141
H -1.15892 -2.53079 2.10065
H 0.17919 -1.99712 -0.53352
H -0.17256 -0.01776 1.81507
H 1.70708 0.47518 -0.63722
H -1.03460 1.88347 0.14257
H 0.65608 2.15712 -2.45707
H -0.58643 3.42887 -1.75675
```

total charge: 0
HOMO: -6.7273 eV
frontier orbital gap: 0.1933 Eh
LUMO level: -1.466 eV
ΔE to the lowest compared entry with this formula, charge and spin: 445.85 kJ/mol
electronic energy: -6346.163 eV

No. 4
Below is a single C6H8 molecule, with properties calculated with wB97M-V/def2-TZVPD.

The geometry in XYZ format:
```
14
C6H8 wB97M-V/def2-TZVPD
C -2.36585 -0.59253 -1.61448
C -1.30782 -0.08614 -1.03942
C -0.39644 0.32049 -0.22424
C 0.05575 1.33861 0.73603
C 0.56351 -0.09717 0.81341
C 1.97351 -0.49466 0.44205
H -3.15942 -0.91219 -0.94373
H -2.52975 -0.71434 -2.67779
H 0.75316 2.11785 0.43683
H -0.69129 1.65785 1.46009
H 0.11443 -0.69885 1.60361
H 2.30953 0.04745 -0.44749
H 1.98582 -1.56430 0.20608
H 2.69486 -0.32207 1.24904
```

total charge: 0
HOMO: -9.0826 eV
frontier orbital gap: 0.3749 Eh
LUMO level: 1.120 eV
ΔE to the lowest compared entry with this formula, charge and spin: 207.59 kJ/mol
electronic energy: -6348.632 eV

No. 5
Below is a single C6H8 molecule, with properties calculated with wB97M-V/def2-TZVPD.

The geometry in XYZ format:
```
14
C6H8 wB97M-V/def2-TZVPD
C 0.36099 0.89224 0.99198
C 0.90283 0.33137 -0.35527
C 0.65658 -1.17986 -0.21022
C -0.83077 -0.81440 -0.19461
C -1.01146 0.55889 0.44176
C -0.53540 0.44755 -0.97049
H 0.56261 1.94701 1.18746
H 0.65883 0.29684 1.86578
H 1.81681 0.73659 -0.79148
H 0.87492 -1.69989 -1.14946
H 1.14179 -1.70017 0.62643
H -1.68095 -1.48321 -0.25094
H -2.00134 0.89794 0.74128
H -0.91544 0.76910 -1.93221
```

total charge: 0
HOMO: -9.3416 eV
frontier orbital gap: 0.3881 Eh
LUMO level: 1.219 eV
ΔE to the lowest compared entry with this formula, charge and spin: 177.91 kJ/mol
electronic energy: -6348.940 eV

No. 6
Below is a single C6H8 molecule, with properties calculated with wB97M-V/def2-TZVPD.

The geometry in XYZ format:
```
14
C6H8 wB97M-V/def2-TZVPD
C 0.70394 -1.40046 -0.19551
C 0.53106 -0.07445 -0.00695
C -2.00678 -0.29552 0.39014
C -1.78193 0.75430 -0.63221
C -0.75309 0.45880 0.42641
C 1.57142 0.89529 -0.33960
H 1.55837 -1.93306 -0.61136
H -2.88595 -0.21791 1.16142
H -1.81615 -1.31284 0.18845
H -0.16268 -2.00545 -0.04179
H -0.55943 1.37678 1.04568
H 2.68329 0.56601 -0.54816
H 1.68163 1.65797 0.41252
H 1.23630 1.53054 -1.24904
```

total charge: 0
HOMO: -8.8665 eV
frontier orbital gap: 0.3070 Eh
LUMO level: -0.513 eV
ΔE to the lowest compared entry with this formula, charge and spin: 469.71 kJ/mol
electronic energy: -6345.916 eV

No. 7
Below is a single C6H8 molecule, with properties calculated with wB97M-V/def2-TZVPD.

The geometry in XYZ format:
```
14
C6H8 wB97M-V/def2-TZVPD
C 1.69814 0.85868 -0.27017
C 0.08695 -1.49285 -0.10663
C 0.76573 0.51422 0.84744
C 0.77032 -0.29473 -0.63796
C -0.44797 -0.09405 0.11714
C -2.01429 0.55683 -0.14398
H 1.47760 1.69304 -0.83355
H 2.72852 0.77267 -0.03273
H -0.29038 -2.14842 -0.90257
H 0.47440 -2.04518 0.68351
H 1.16443 -0.15631 1.77963
H -2.17751 0.93538 0.87060
H -2.52664 -0.35598 -0.47098
H -1.70929 1.25670 -0.89976
```

total charge: 0
HOMO (alpha / beta): -4.9786 / -9.6559 eV
frontier orbital gap (alpha / beta): 0.2264 / 0.3125 Eh
LUMO level (alpha / beta): 1.181 / -1.153 eV
ΔE to the lowest compared entry with this formula, charge and spin: 427.29 kJ/mol
electronic energy: -6342.544 eV
<S²>: 2.006
multiplicity: 3

No. 8
Below is a single C6H8 molecule, with properties calculated with wB97M-V/def2-TZVPD.

The geometry in XYZ format:
```
14
C6H8 wB97M-V/def2-TZVPD
C 0.48665 -0.32955 -0.17009
C 1.70099 -0.02003 -0.22598
C 2.95501 0.28507 0.05505
C -0.56082 -1.26084 0.25781
C -0.93442 -0.07497 -0.66738
C -1.82857 0.81790 0.05283
H 3.08495 0.83041 0.99623
H 3.86446 -0.01427 -0.60484
H -0.63745 -2.36980 0.02274
H -0.71456 -1.11733 1.26303
H -1.16567 -0.14030 -1.76651
H -2.70792 0.27718 0.40163
H -2.19344 1.79200 -0.60919
H -1.34921 1.32452 0.99470
```

total charge: 0
HOMO (alpha / beta): -4.8899 / -9.3368 eV
frontier orbital gap (alpha / beta): 0.2187 / 0.2660 Eh
LUMO level (alpha / beta): 1.060 / -2.099 eV
ΔE to the lowest compared entry with this formula, charge and spin: 348.61 kJ/mol
electronic energy: -6343.359 eV
<S²>: 2.012
multiplicity: 3

No. 9
Below is a single C6H8B2O4 molecule, with properties calculated with wB97M-V/def2-TZVPD.

The geometry in XYZ format:
```
20
C6H8B2O4 wB97M-V/def2-TZVPD
O 3.63238 1.22119 1.17354
B 2.45365 1.60655 0.63600
O 2.32622 2.89889 0.33225
C 1.35110 0.53451 0.34624
C 0.66641 0.83883 -0.85246
C -0.44874 0.07004 -1.11486
C -0.92539 -0.88612 -0.20914
B -2.43866 -1.45783 -0.51782
O -3.10086 -0.94094 -1.61830
O -3.00800 -2.32308 0.35624
C -0.13557 -1.29406 0.88351
C 1.02059 -0.60188 1.11851
H 4.02925 2.06003 1.25947
H 1.38802 3.18514 0.09613
H 1.00133 1.64514 -1.53046
H -1.12520 0.37705 -1.86983
H -4.02253 -1.34946 -1.75016
H -3.86491 -2.50106 -0.06715
H -0.41829 -2.21507 1.30497
H 1.61919 -0.86787 2.02331
```

total charge: 0
HOMO: -9.0709 eV
frontier orbital gap: 0.3373 Eh
LUMO level: 0.108 eV
electronic energy: -15899.683 eV

No. 10
Below is a molecular structure, C6H8BF8N4O16S4V2, with properties calculated with wB97M-V/def2-TZVPD.

The geometry in XYZ format:
```
49
C6H8BF8N4O16S4V2 wB97M-V/def2-TZVPD
O 2.31869 18.00988 -1.19088
V 1.52601 17.41622 0.09866
O -3.92644 19.80160 2.31037
V -2.50922 19.22733 2.98508
B -3.98100 17.33490 4.29772
F -5.26784 17.10646 4.59637
F -3.18488 16.35096 4.87921
F -3.88437 17.34822 2.94247
F -3.59752 18.61946 4.76238
N 1.94369 15.44060 -0.32015
S 1.90071 14.65336 -1.66992
O 0.80247 13.78216 -1.87922
O 3.17686 14.45495 -2.43233
F 1.30633 15.88185 -2.55797
S 2.47736 14.00283 0.33219
O 3.91604 13.72820 0.17578
O 1.57772 12.86213 0.59685
F 2.48768 14.62582 1.84656
N -0.32351 17.68151 -0.79887
S -1.01531 18.67267 -1.68260
O -1.87344 19.71190 -1.09878
O -1.34885 18.19661 -3.06175
F 0.37290 19.51564 -1.95320
S -1.85794 16.98322 -0.30901
O -2.66983 16.32747 -1.35942
O -2.47713 17.51232 0.95353
F -1.16046 15.66143 0.21479
O 0.93632 16.82633 2.27589
C -0.13951 16.64420 3.05500
O -0.80503 17.62934 3.39276
O -0.51504 15.45867 3.26149
H 1.18645 15.91704 2.45541
O 0.95951 19.67608 0.68561
C 0.20658 20.50460 1.42348
O 0.67541 21.65667 1.59801
O -0.94368 20.19936 1.83473
H 1.74413 20.22174 0.59483
C -2.93097 22.32890 -0.32648
C -3.45125 23.53159 -0.95075
N -3.99313 24.37005 -1.52403
H -2.91028 22.29137 0.76267
H -1.86293 22.32730 -0.54422
H -3.34748 21.40406 -0.72558
C -1.51551 12.34110 -0.81407
C -2.93274 12.40577 -1.18988
N -4.04837 12.37395 -1.40170
H -1.52756 11.72157 0.08266
H -1.22605 13.34948 -0.51829
H -0.90192 11.80550 -1.53846
```

total charge: -1
HOMO (alpha / beta): -8.1153 / -8.1226 eV
frontier orbital gap (alpha / beta): 0.2321 / 0.2477 Eh
LUMO level (alpha / beta): -1.801 / -1.382 eV
electronic energy: -162206.374 eV
<S²>: 2.255
multiplicity: 3